{
  "formula": "C17H35F9O9P2S4",
  "method": "ωB97M-V with the def2-TZVPD basis set",
  "homo_ha": -0.306,
  "orbital_gap_ev": 8.750,
  "total_energy_ev": -122998.861,
  "max_force_ev_per_a": 2.83,
  "molar_mass_g_mol": 744.66,
  "elements": ["C", "C", "C", "C", "C", "O", "P", "O", "O", "P", "C", "C", "O", "S", "O", "O", "C", "F", "F", "C", "F", "F", "C", "F", "F", "C", "F", "F", "F", "H", "H", "H", "H", "H", "H", "H", "H", "H", "H", "H", "H", "H", "H", "H", "H", "H", "C", "S", "O", "C", "H", "H", "H", "H", "H", "H", "C", "S", "O", "C", "H", "H", "H", "H", "H", "H", "C", "S", "O", "C", "H", "H", "H", "H", "H", "H"],
  "coordinates": [[-0.157, 2.261, 0.857], [0.502, 3.048, -0.286], [0.073, 4.528, -0.161], [0.184, 2.517, -1.715], [-0.696, 1.275, -1.760], [-0.565, 0.692, -3.113], [-0.987, -0.831, -3.244], [-1.835, -0.987, -4.392], [-1.721, -1.373, -1.965], [-3.324, -0.768, -1.778], [-3.466, -0.664, 0.072], [-4.464, -2.137, -2.299], [0.393, -1.731, -3.560], [1.436, -1.916, -2.350], [0.827, -2.337, -1.155], [2.365, -2.877, -2.786], [2.473, -0.407, -2.056], [2.125, 0.261, -0.989], [2.324, 0.367, -3.122], [4.008, -0.705, -1.969], [4.565, 0.499, -1.738], [4.491, -1.094, -3.107], [4.444, -1.643, -0.802], [4.860, -2.791, -1.314], [3.458, -1.928, 0.044], [5.633, -1.101, 0.043], [6.688, -0.837, -0.668], [5.277, -0.103, 0.802], [5.961, -2.085, 0.874], [0.415, 1.338, 1.007], [-1.211, 2.040, 0.695], [-0.002, 2.827, 1.777], [1.588, 3.072, -0.192], [0.362, 5.118, -1.024], [-1.005, 4.564, 0.033], [0.588, 4.913, 0.713], [-0.368, 3.309, -2.230], [1.082, 2.377, -2.315], [-1.739, 1.567, -1.658], [-0.425, 0.512, -1.031], [-3.869, 0.295, 0.389], [-2.445, -0.730, 0.471], [-3.996, -1.516, 0.501], [-5.161, -2.402, -1.502], [-3.895, -3.010, -2.625], [-5.034, -1.769, -3.150], [-5.506, -4.884, 1.395], [-6.523, -3.542, 0.765], [-5.800, -2.270, 1.036], [-7.831, -3.701, 1.988], [-4.603, -4.940, 0.790], [-5.237, -4.688, 2.434], [-6.055, -5.822, 1.317], [-7.415, -3.582, 2.989], [-8.303, -4.678, 1.887], [-8.566, -2.921, 1.802], [3.903, 7.680, -0.382], [3.985, 5.934, 0.043], [2.618, 5.371, -0.144], [4.223, 6.178, 1.809], [3.715, 7.759, -1.451], [3.091, 8.156, 0.168], [4.853, 8.157, -0.144], [3.391, 6.752, 2.218], [5.164, 6.702, 1.979], [4.261, 5.200, 2.284], [0.638, -2.794, 2.052], [0.757, -4.522, 2.528], [-0.597, -5.116, 2.382], [1.020, -4.218, 4.283], [0.433, -2.746, 0.986], [-0.174, -2.314, 2.601], [1.583, -2.291, 2.261], [0.183, -3.647, 4.688], [1.953, -3.671, 4.421], [1.084, -5.179, 4.789]]
}

=====

{
  "formula": "C4H4F3N",
  "method": "ωB97M-V with the def2-TZVPD basis set",
  "homo_ha": -0.348,
  "orbital_gap_ev": 9.615,
  "total_energy_ev": -13850.894,
  "max_force_ev_per_a": 4.51,
  "molar_mass_g_mol": 123.08,
  "e_above_lowest_kj_mol": 309.6,
  "elements": ["C", "C", "C", "C", "N", "F", "F", "F", "H", "H", "H", "H"],
  "coordinates": [[-0.041, -0.536, 0.062], [0.854, 0.419, -0.011], [-2.325, -0.087, -0.086], [2.332, 0.296, 0.194], [-2.986, -0.947, -0.619], [0.150, -1.811, 0.352], [0.440, 1.667, -0.324], [-2.520, 1.090, 0.459], [2.853, 0.344, -0.761], [2.673, 1.123, 0.815], [2.562, -0.646, 0.681], [-3.990, -0.912, -0.763]]
}

=====

{
  "formula": "C3H8O2",
  "method": "ωB97M-V with the def2-TZVPD basis set",
  "homo_ha": -0.375,
  "orbital_gap_ev": 11.155,
  "total_energy_ev": -7334.996,
  "max_force_ev_per_a": 0.57,
  "molar_mass_g_mol": 76.09,
  "smiles": "CCC=O.O",
  "e_above_lowest_kj_mol": 101.7,
  "elements": ["C", "C", "C", "O", "H", "H", "H", "H", "H", "H", "O", "H", "H"],
  "coordinates": [[0.038, -1.710, 0.085], [-0.598, -0.292, 0.041], [0.392, 0.375, 0.938], [1.296, 1.111, 0.603], [-0.126, -2.207, -0.862], [-0.356, -2.310, 0.904], [1.134, -1.708, 0.232], [-0.645, 0.148, -0.962], [-1.618, -0.233, 0.458], [0.380, -0.044, 1.962], [-0.343, 2.411, -1.044], [0.371, 2.127, -0.449], [0.076, 2.330, -1.906]]
}

=====

{
  "formula": "C4H10N4",
  "method": "ωB97M-V with the def2-TZVPD basis set",
  "homo_ha": -0.294,
  "orbital_gap_ev": 8.802,
  "total_energy_ev": -10268.892,
  "max_force_ev_per_a": 3.23,
  "molar_mass_g_mol": 114.15,
  "smiles": "[H]/N=C(N)\\C=C(\\N)CN",
  "e_above_lowest_kj_mol": 189.0,
  "elements": ["H", "N", "C", "N", "C", "C", "N", "C", "N", "H", "H", "H", "H", "H", "H", "H", "H", "H"],
  "coordinates": [[-2.608, 1.008, 1.390], [-2.919, 0.190, 0.903], [-1.985, 0.125, -0.015], [-1.941, -0.859, -1.036], [-0.803, 0.979, -0.219], [0.456, 0.574, -0.067], [1.397, 1.481, -0.255], [0.956, -0.702, 0.694], [2.309, -0.882, 0.129], [-1.079, -1.391, -1.088], [-2.648, -1.618, -0.987], [-0.988, 2.135, -0.231], [2.348, 1.399, -0.095], [1.239, 2.332, -0.755], [0.234, -1.555, 0.494], [1.060, -0.615, 1.809], [2.551, -1.905, 0.183], [2.422, -0.695, -0.854]]
}